Record 1
Entry from the Open Molecules 2025 dataset: a 2-piece molecular cluster, C10H18N3 overall (ωB97M-V/def2-TZVPD).

Element x y z (Å)
1 C 1.44838 0.91489 1.33183
2 C 1.46885 2.11680 2.30050
3 C 0.52600 -0.20809 1.67967
4 C 0.86218 -1.08914 2.70266
5 C -0.62779 -0.48546 0.95489
6 C 0.21730 -2.30664 2.81222
7 C -1.26897 -1.72124 1.03002
8 C -0.86082 -2.62365 1.99964
9 H 1.21065 1.34826 0.35233
10 H 2.46185 0.53525 1.19715
11 H 0.78843 2.92806 2.03957
12 H 1.73283 -0.86350 3.30605
13 H -1.06539 0.30991 0.36656
14 H 0.61008 -3.00869 3.53906
15 H -2.20459 -1.76278 0.48938
16 H -1.36817 -3.57666 2.06051
17 H 2.46947 2.53686 2.42474
18 H 1.18568 1.74672 3.28362
19 C -2.08064 1.29384 -3.04529
20 C 0.01380 0.10045 -2.42541
21 N -0.83367 1.10794 -2.30678
22 N -0.38351 -1.04429 -2.97771
23 N 1.18107 0.13278 -1.76778
24 H -0.57486 1.86581 -1.69410
25 H -1.26309 -1.10169 -3.46771
26 H 0.23956 -1.78373 -3.26469
27 H 1.31213 0.85217 -1.06426
28 H 2.04274 -0.21977 -2.15655
29 H -1.87877 1.78207 -4.00097
30 H -2.78514 1.87841 -2.46674
31 H -2.57557 0.34514 -3.23244

Calculated values
Charge: +1

In the Mulliken picture, each atom carries the following charge in e: atom 1 (C): -0.481, atom 2 (C): -1.223, atom 3 (C): 0.239, atom 4 (C): -0.382, atom 5 (C): -0.005, atom 6 (C): -0.474, atom 7 (C): -0.721, atom 8 (C): -0.502, atom 9 (H): -0.118, atom 10 (H): 0.556, atom 11 (H): 0.352, atom 12 (H): 0.417, atom 13 (H): 0.496, atom 14 (H): 0.369, atom 15 (H): 0.383, atom 16 (H): 0.388, atom 17 (H): 0.306, atom 18 (H): 0.361, atom 19 (C): -1.054, atom 20 (C): 0.820, atom 21 (N): -0.109, atom 22 (N): -0.380, atom 23 (N): -0.224, atom 24 (H): 0.249, atom 25 (H): 0.139, atom 26 (H): 0.230, atom 27 (H): 0.066, atom 28 (H): 0.241, atom 29 (H): 0.334, atom 30 (H): 0.339, atom 31 (H): 0.389

Record 2
Entry from the Open Molecules 2025 dataset: the molecule C4H7NO (ωB97M-V/def2-TZVPD).

Element x y z (Å)
1 C 1.39653 -0.61097 -0.05191
2 C -0.02282 -0.02967 0.09547
3 C -1.11103 -0.90297 0.54095
4 O -2.29410 -0.73330 0.44593
5 C -0.28848 1.40205 0.06786
6 N -0.23835 0.71146 -1.18273
7 H 1.53673 -1.40053 -0.78518
8 H 2.14517 0.13860 -0.26136
9 H 1.61033 -1.03008 0.91306
10 H -0.80042 -1.81075 1.02736
11 H -1.25900 1.69219 0.42323
12 H 0.50551 2.11167 0.22586
13 H -1.18009 0.46230 -1.45855

Calculated values
Structure (SMILES): C[C@@]1(C=O)CN1

In the Mulliken picture, each atom carries the following charge in e: atom 1 (C): -1.331, atom 2 (C): 1.025, atom 3 (C): -0.295, atom 4 (O): -0.485, atom 5 (C): -0.601, atom 6 (N): -0.594, atom 7 (H): 0.271, atom 8 (H): 0.361, atom 9 (H): 0.409, atom 10 (H): 0.398, atom 11 (H): 0.294, atom 12 (H): 0.267, atom 13 (H): 0.281

Record 3
Entry from the Open Molecules 2025 dataset: C35H32N11STi as an isolated structure (ωB97M-V/def2-TZVPD).

Element x y z (Å)
1 Ti -0.50244 0.16604 -0.41112
2 C -3.81855 -1.31862 -4.57280
3 C -2.62075 -0.62370 -4.64397
4 C -2.14300 0.05860 -3.53310
5 C -2.84614 0.04040 -2.32969
6 C -4.05555 -0.65508 -2.26648
7 C -4.53498 -1.32251 -3.38148
8 N -2.27996 0.63657 -1.18469
9 C -3.07517 1.39332 -0.31838
10 C -4.23669 2.08850 -0.65609
11 C -4.89339 2.82073 0.31999
12 C -4.41033 2.87132 1.62682
13 C -3.26044 2.18376 1.97852
14 C -2.60131 1.44423 1.00139
15 N -1.44502 0.67898 1.18465
16 N -1.05577 0.45242 2.46604
17 C -0.03354 -0.37228 2.43472
18 C 0.50901 -0.94132 3.63031
19 C 1.49429 -1.86542 3.55005
20 C 1.99544 -2.25482 2.27234
21 C 1.45940 -1.68179 1.16697
22 N 0.45927 -0.75252 1.20509
23 H -4.20151 -1.84235 -5.43824
24 H -2.06326 -0.59427 -5.57162
25 H -1.22432 0.63176 -3.59427
26 H -4.61308 -0.66948 -1.33756
27 H -5.47502 -1.85600 -3.31980
28 H -4.61570 2.05656 -1.66944
29 H -5.79564 3.35955 0.06172
30 H -4.94107 3.44393 2.37569
31 H -2.87517 2.19010 2.98789
32 H 0.07586 -0.62575 4.56960
33 H 1.88833 -2.32559 4.44790
34 H 2.77638 -2.99495 2.17351
35 H 1.82056 -1.94631 0.17930
36 N 0.55353 4.39443 -0.73671
37 C -0.04338 3.24521 -0.46616
38 N 0.31682 2.10087 -0.98547
39 C 1.40018 2.04455 -1.85297
40 N 1.77739 0.92337 -2.39362
41 N 0.97883 -0.10472 -1.96331
42 C 1.06694 -1.25594 -2.50646
43 C 0.11072 -2.27990 -2.06790
44 C 0.10082 -3.54781 -2.61484
45 C -0.87208 -4.44309 -2.18436
46 C -1.78400 -4.04121 -1.22774
47 C -1.69627 -2.75364 -0.71653
48 N -0.77118 -1.89402 -1.12693
49 C 2.11149 3.27577 -2.16147
50 C 3.22992 3.31029 -2.99779
51 C 3.87268 4.50408 -3.23655
52 C 3.41093 5.68242 -2.64495
53 C 2.30934 5.66940 -1.81636
54 C 1.66583 4.45987 -1.57948
55 H 0.23233 5.22829 -0.26884
56 H -0.87848 3.26021 0.22606
57 H 1.79371 -1.47432 -3.28476
58 H 0.82470 -3.82601 -3.36807
59 H -0.91269 -5.44155 -2.59822
60 H -2.55748 -4.70457 -0.86922
61 H -2.37898 -2.39161 0.04174
62 H 3.57283 2.38672 -3.44150
63 H 4.73890 4.53315 -3.88257
64 H 3.92206 6.61610 -2.83587
65 H 1.95080 6.57924 -1.35197
66 S 2.25792 2.24158 1.43252
67 C 3.13637 1.47666 2.65437
68 N 2.81210 1.64778 3.94362
69 C 3.45682 0.96506 5.05541
70 C 4.89862 0.65946 4.69038
71 C 4.93529 -0.06940 3.35877
72 N 4.18372 0.68996 2.37107
73 H 1.98394 2.19724 4.10172
74 H 2.92042 0.03989 5.28917
75 H 3.40589 1.61237 5.92985
76 H 5.35401 0.04233 5.46381
77 H 5.46739 1.58823 4.61937
78 H 4.50804 -1.07247 3.46352
79 H 5.95853 -0.17724 3.00142
80 H 4.38274 0.58626 1.39098

Calculated values
Charge: +1

In the Mulliken picture, each atom carries the following charge in e: atom 1 (Ti): -1.081, atom 2 (C): -0.554, atom 3 (C): -0.848, atom 4 (C): 0.069, atom 5 (C): -0.485, atom 6 (C): 0.128, atom 7 (C): -0.841, atom 8 (N): 1.005, atom 9 (C): 0.398, atom 10 (C): -0.711, atom 11 (C): -0.708, atom 12 (C): -0.677, atom 13 (C): -0.749, atom 14 (C): -0.026, atom 15 (N): 1.520, atom 16 (N): -1.474, atom 17 (C): 0.130, atom 18 (C): -0.903, atom 19 (C): -0.231, atom 20 (C): -1.162, atom 21 (C): -0.343, atom 22 (N): 0.968, atom 23 (H): 0.430, atom 24 (H): 0.456, atom 25 (H): 0.346, atom 26 (H): 0.526, atom 27 (H): 0.402, atom 28 (H): 0.530, atom 29 (H): 0.429, atom 30 (H): 0.405, atom 31 (H): 0.499, atom 32 (H): 0.568, atom 33 (H): 0.491, atom 34 (H): 0.495, atom 35 (H): 0.363, atom 36 (N): 0.276, atom 37 (C): -0.803, atom 38 (N): 0.909, atom 39 (C): -0.128, atom 40 (N): -1.549, atom 41 (N): 1.258, atom 42 (C): -0.606, atom 43 (C): 0.915, atom 44 (C): -0.948, atom 45 (C): -0.561, atom 46 (C): -1.002, atom 47 (C): -0.389, atom 48 (N): 0.803, atom 49 (C): 0.842, atom 50 (C): -0.321, atom 51 (C): -0.807, atom 52 (C): -0.469, atom 53 (C): -1.015, atom 54 (C): 0.014, atom 55 (H): 0.326, atom 56 (H): 0.507, atom 57 (H): 0.404, atom 58 (H): 0.531, atom 59 (H): 0.456, atom 60 (H): 0.489, atom 61 (H): 0.594, atom 62 (H): 0.485, atom 63 (H): 0.441, atom 64 (H): 0.417, atom 65 (H): 0.431, atom 66 (S): -0.190, atom 67 (C): -0.295, atom 68 (N): -0.028, atom 69 (C): -0.515, atom 70 (C): -0.694, atom 71 (C): -0.505, atom 72 (N): -0.015, atom 73 (H): 0.247, atom 74 (H): 0.197, atom 75 (H): 0.430, atom 76 (H): 0.376, atom 77 (H): 0.297, atom 78 (H): 0.187, atom 79 (H): 0.427, atom 80 (H): 0.215

Record 4
Entry from the Open Molecules 2025 dataset: a 2-piece molecular cluster, C5H11NO3S overall (ωB97M-V/def2-TZVPD).

Element x y z (Å)
1 C 2.68927 0.91503 -0.87206
2 C 1.31688 0.64149 -1.26150
3 C 0.41407 -0.18026 -0.76248
4 S -1.14981 -0.25618 -1.56929
5 O -2.20504 -0.47858 -0.61668
6 O -1.34508 0.79926 -2.54975
7 O -0.91191 -1.65840 -2.42899
8 H 3.36885 0.87097 -1.85059
9 H 2.87200 0.19265 -0.12890
10 H 2.78890 1.98286 -0.36159
11 H 0.79874 1.10480 -2.07469
12 H 0.61378 -0.85307 -0.03948
13 H -1.60622 -2.28941 -2.38407
14 C -1.18291 -1.38357 1.84527
15 N -0.34682 -0.43921 1.85698
16 C -0.70793 0.90107 2.35025
17 H -2.08327 -1.44705 2.44136
18 H -1.02379 -2.24915 1.13644
19 H 0.32848 1.33197 2.63408
20 H -1.00676 1.53091 1.47867
21 H -1.62144 0.96387 3.15703

Calculated values
Structure (SMILES): C/C=C/S(=O)(=O)O.C=NC

In the Mulliken picture, each atom carries the following charge in e: atom 1 (C): -1.091, atom 2 (C): 0.191, atom 3 (C): -0.729, atom 4 (S): 1.177, atom 5 (O): -0.550, atom 6 (O): -0.649, atom 7 (O): -0.492, atom 8 (H): 0.283, atom 9 (H): 0.343, atom 10 (H): 0.247, atom 11 (H): 0.475, atom 12 (H): 0.461, atom 13 (H): 0.332, atom 14 (C): -0.321, atom 15 (N): -0.257, atom 16 (C): -0.695, atom 17 (H): 0.312, atom 18 (H): 0.197, atom 19 (H): 0.251, atom 20 (H): 0.239, atom 21 (H): 0.276

The records above yield energy above the lowest of the compared OMol25 structures with the same formula, charge and spin values of 1.180; 2.307; 0.181; 3.403 eV, respectively.
The records above yield F_max values of 1.8; 3.3; 0.8; 3.1 eV/Å, respectively.